Record 1
# C41H41NO12

A cluster of 7 separate species, C41H41NO12 in total in a non-equilibrium geometry (ωB97M-V/def2-TZVPD, the Open Molecules 2025 dataset).

Values from the calculation:
DFT total energy   -2544.00545 hartree
HOMO   -7.83 eV
LUMO level   0.270 eV
Energy above the lowest of the compared OMol25 structures with the same formula, charge and spin   83.9 kcal per mole
Total charge   0

Geometry (Å):
O -39.51 -35.20 14.91
C -38.42 -34.80 14.03
C -38.20 -33.47 13.88
C -37.24 -32.97 12.97
C -36.51 -33.86 12.17
O -35.54 -33.24 11.43
C -36.90 -35.20 12.20
C -37.88 -35.71 13.04
H -39.88 -36.16 14.73
H -38.89 -32.80 14.29
H -36.97 -31.96 12.85
H -35.13 -33.85 11.00
H -36.51 -35.84 11.49
H -38.15 -36.57 12.90
O -43.01 -34.40 1.68
C -42.47 -33.83 2.76
C -42.93 -32.53 3.12
C -42.27 -31.59 4.05
C -41.21 -32.20 4.75
O -40.50 -31.44 5.47
C -40.64 -33.41 4.31
C -41.26 -34.25 3.26
H -42.38 -34.92 1.27
H -43.81 -32.03 2.67
H -42.49 -30.59 4.22
H -40.98 -30.83 6.10
H -39.90 -33.91 4.76
H -40.71 -35.09 3.14
O -39.16 -32.85 10.52
C -39.76 -31.80 9.98
C -41.09 -31.73 9.66
C -41.61 -30.51 9.02
C -40.71 -29.45 8.70
O -41.16 -28.29 8.10
C -39.37 -29.54 9.20
C -38.83 -30.63 9.79
H -38.13 -32.89 10.38
H -41.59 -32.55 9.97
H -42.80 -30.72 8.76
H -40.68 -27.47 7.84
H -38.76 -28.63 9.02
H -37.85 -30.58 9.98
O -40.99 -43.26 6.50
C -40.34 -42.37 7.22
C -39.63 -42.74 8.38
C -38.99 -41.64 9.24
C -39.32 -40.23 8.92
O -38.89 -39.23 9.74
C -40.02 -40.00 7.70
C -40.50 -41.02 6.87
H -41.05 -43.07 5.36
H -39.69 -43.85 8.57
H -38.22 -41.85 10.03
H -39.08 -38.29 9.56
H -40.23 -38.93 7.02
H -40.86 -40.98 5.98
O -33.35 -37.01 12.77
C -33.20 -35.96 12.02
C -33.36 -36.15 10.63
C -33.02 -35.04 9.73
C -32.63 -33.82 10.19
O -32.45 -32.67 9.37
C -32.42 -33.67 11.56
C -32.68 -34.77 12.49
H -33.38 -36.99 13.63
H -33.76 -37.00 10.00
H -33.22 -35.12 8.69
H -32.10 -32.96 8.46
H -32.33 -32.70 11.87
H -32.53 -34.72 13.70
O -35.51 -34.47 5.45
C -36.33 -34.78 6.46
C -36.04 -35.94 7.31
C -37.04 -36.40 8.40
C -38.12 -35.43 8.76
O -38.94 -35.69 9.79
C -38.26 -34.29 7.96
C -37.44 -33.99 6.87
H -35.61 -33.63 4.93
H -35.27 -36.64 7.17
H -36.93 -37.26 9.01
H -39.58 -34.79 9.92
H -39.02 -33.64 8.19
H -37.61 -33.18 6.10
C -35.88 -30.40 7.19
C -36.67 -30.58 5.96
C -36.08 -31.10 4.92
N -34.86 -31.56 4.88
C -34.03 -31.35 5.93
C -34.57 -30.79 7.17
H -35.95 -29.99 7.92
H -37.59 -30.07 6.17
H -36.61 -31.37 4.08
H -33.05 -31.60 5.88
H -33.83 -30.72 7.85


Record 2
# C4H4S

A structure of composition C4H4S in a non-equilibrium geometry (ωB97M-V/def2-TZVPD, the Open Molecules 2025 dataset).

Values from the calculation:
DFT total energy   -552.80234 hartree
HOMO   -8.84 eV
LUMO level   -1.227 eV
Energy above the lowest of the compared OMol25 structures with the same formula, charge and spin   119.0 kcal per mole
Total charge   0

Geometry (Å):
C 0.29 -0.50 0.88
C -0.03 0.95 -0.63
C -0.48 -0.51 -0.37
C 1.19 0.39 0.12
S -0.84 -1.72 -1.35
H -0.18 0.04 1.57
H 0.55 -1.47 1.30
H 0.06 1.37 -1.61
H -0.55 1.45 0.09


> Which value of energy above the lowest of the compared OMol25 structures with the same formula, charge and spin does entry 2 give?

119.0 kcal per mole


> Which of these has the lowest energy above the lowest of the compared OMol25 structures with the same formula, charge and spin?

C41H41NO12


What did the first record say?
# C41H41NO12

A cluster of 7 separate species, C41H41NO12 in total in a non-equilibrium geometry (ωB97M-V/def2-TZVPD, the Open Molecules 2025 dataset).

Values from the calculation:
DFT total energy   -2544.00545 hartree
HOMO   -7.83 eV
LUMO level   0.270 eV
Energy above the lowest of the compared OMol25 structures with the same formula, charge and spin   83.9 kcal per mole
Total charge   0

Geometry (Å):
O -39.51 -35.20 14.91
C -38.42 -34.80 14.03
C -38.20 -33.47 13.88
C -37.24 -32.97 12.97
C -36.51 -33.86 12.17
O -35.54 -33.24 11.43
C -36.90 -35.20 12.20
C -37.88 -35.71 13.04
H -39.88 -36.16 14.73
H -38.89 -32.80 14.29
H -36.97 -31.96 12.85
H -35.13 -33.85 11.00
H -36.51 -35.84 11.49
H -38.15 -36.57 12.90
O -43.01 -34.40 1.68
C -42.47 -33.83 2.76
C -42.93 -32.53 3.12
C -42.27 -31.59 4.05
C -41.21 -32.20 4.75
O -40.50 -31.44 5.47
C -40.64 -33.41 4.31
C -41.26 -34.25 3.26
H -42.38 -34.92 1.27
H -43.81 -32.03 2.67
H -42.49 -30.59 4.22
H -40.98 -30.83 6.10
H -39.90 -33.91 4.76
H -40.71 -35.09 3.14
O -39.16 -32.85 10.52
C -39.76 -31.80 9.98
C -41.09 -31.73 9.66
C -41.61 -30.51 9.02
C -40.71 -29.45 8.70
O -41.16 -28.29 8.10
C -39.37 -29.54 9.20
C -38.83 -30.63 9.79
H -38.13 -32.89 10.38
H -41.59 -32.55 9.97
H -42.80 -30.72 8.76
H -40.68 -27.47 7.84
H -38.76 -28.63 9.02
H -37.85 -30.58 9.98
O -40.99 -43.26 6.50
C -40.34 -42.37 7.22
C -39.63 -42.74 8.38
C -38.99 -41.64 9.24
C -39.32 -40.23 8.92
O -38.89 -39.23 9.74
C -40.02 -40.00 7.70
C -40.50 -41.02 6.87
H -41.05 -43.07 5.36
H -39.69 -43.85 8.57
H -38.22 -41.85 10.03
H -39.08 -38.29 9.56
H -40.23 -38.93 7.02
H -40.86 -40.98 5.98
O -33.35 -37.01 12.77
C -33.20 -35.96 12.02
C -33.36 -36.15 10.63
C -33.02 -35.04 9.73
C -32.63 -33.82 10.19
O -32.45 -32.67 9.37
C -32.42 -33.67 11.56
C -32.68 -34.77 12.49
H -33.38 -36.99 13.63
H -33.76 -37.00 10.00
H -33.22 -35.12 8.69
H -32.10 -32.96 8.46
H -32.33 -32.70 11.87
H -32.53 -34.72 13.70
O -35.51 -34.47 5.45
C -36.33 -34.78 6.46
C -36.04 -35.94 7.31
C -37.04 -36.40 8.40
C -38.12 -35.43 8.76
O -38.94 -35.69 9.79
C -38.26 -34.29 7.96
C -37.44 -33.99 6.87
H -35.61 -33.63 4.93
H -35.27 -36.64 7.17
H -36.93 -37.26 9.01
H -39.58 -34.79 9.92
H -39.02 -33.64 8.19
H -37.61 -33.18 6.10
C -35.88 -30.40 7.19
C -36.67 -30.58 5.96
C -36.08 -31.10 4.92
N -34.86 -31.56 4.88
C -34.03 -31.35 5.93
C -34.57 -30.79 7.17
H -35.95 -29.99 7.92
H -37.59 -30.07 6.17
H -36.61 -31.37 4.08
H -33.05 -31.60 5.88
H -33.83 -30.72 7.85


> LUMO level of number 2 (C4H4S)?

-1.227 eV